1.
A molecular structure, C17H10BrCoF3N2O4SSe. Source: the OMol25 dataset; level of theory: wB97M-V/def2-TZVPD.

Structure (XYZ):
```
40
Properties=species:S:1:pos:R:3:nbo_charge:R:1
Co -0.022 -1.197 0.697 1.1039
Br 6.980 0.998 -0.146 -0.0116
C 5.307 0.115 0.109 -0.1194
C 5.285 -1.261 0.294 -0.2560
C 4.062 -1.883 0.487 -0.2653
C 2.857 -1.173 0.502 0.3498
O 1.739 -1.829 0.716 -0.8001
C 2.892 0.237 0.301 -0.0975
C 1.732 1.063 0.306 -0.0078
N 0.475 0.630 0.477 -0.5528
C -0.585 1.486 0.487 0.1147
C -0.581 2.872 0.283 -0.3087
C -1.787 3.585 0.304 -0.1684
C -3.008 2.989 0.522 -0.2987
C -3.058 1.588 0.739 -0.0858
C -4.237 0.851 0.954 -0.1410
C -4.181 -0.510 1.143 -0.2702
C -2.942 -1.150 1.128 0.0495
N -1.819 -0.480 0.939 -0.4968
C -1.850 0.859 0.732 0.2324
C 4.146 0.852 0.111 -0.2294
H 6.203 -1.832 0.281 0.2124
H 4.011 -2.956 0.627 0.2053
H 1.893 2.125 0.162 0.1674
H 0.338 3.402 0.085 0.2065
H -1.752 4.655 0.131 0.2013
H -3.924 3.564 0.516 0.2008
H -5.189 1.368 0.954 0.2052
H -5.078 -1.095 1.292 0.2156
H -2.845 -2.221 1.248 0.2194
H 4.185 1.924 -0.037 0.2085
Se 0.462 -4.270 0.643 0.9530
F -1.160 0.330 -2.655 -0.3378
C -1.656 -0.907 -2.848 0.7184
F -2.981 -0.837 -2.604 -0.3424
F -1.492 -1.222 -4.139 -0.3272
S -0.827 -2.119 -1.702 1.4714
O 0.545 -2.179 -2.260 -1.0025
O -1.638 -3.336 -1.934 -1.0150
O -0.498 -3.034 1.151 -0.9015
```

As for the HOMO energy (spin up / spin down): -2.503 / -4.856 eV. The value obtained for the total energy is -8120.34578 a.u. The HOMO-LUMO gap (spin up / spin down) comes out at 4.90 / 5.44 eV. The total charge is -1. The molar mass is 613.1 g/mol. Its spin multiplicity is 5.

2.
2 unconnected molecules or ions with the total composition H3OP in a non-equilibrium geometry. Source: the OMol25 dataset; level of theory: wB97M-V/def2-TZVPD.

Structure (XYZ):
```
5
Properties=species:S:1:pos:R:3:nbo_charge:R:1
O -1.300 0.762 0.052 -0.9799
P -0.537 -0.683 0.127 0.6328
H -1.037 1.345 0.820 0.4974
H 0.737 -0.265 0.428 -0.1305
H 2.137 -1.160 -1.427 -0.0198
```

As for the HOMO energy (spin up / spin down): -8.163 / -10.239 eV. The value obtained for the total energy is -418.23859 a.u. The HOMO-LUMO gap (spin up / spin down) comes out at 7.85 / 9.64 eV. The molar mass is 50.0 g/mol. Its spin multiplicity is 1.

3.
2 unconnected molecules or ions with the total composition C3H5INO2 in a non-equilibrium geometry. Source: the OMol25 dataset; level of theory: wB97M-V/def2-TZVPD.

Structure (XYZ):
```
12
Properties=species:S:1:pos:R:3:nbo_charge:R:1
C 1.442 2.350 -0.332 1.0625
C -1.124 -1.419 -0.012 -0.2661
C -0.020 -0.826 0.657 -0.1871
N -0.776 -0.072 -0.262 -0.5563
O 2.433 2.883 -0.067 -0.4393
O 0.522 1.780 -0.666 -0.6090
I 1.980 -1.213 -0.003 0.2089
H -0.814 -2.204 -0.681 0.2687
H -2.011 -1.709 0.590 0.2678
H -0.025 -0.583 1.711 0.2668
H -0.345 0.277 -1.212 0.5075
H -1.261 0.737 0.277 0.4755
```

As for the HOMO energy: -14.254 eV. The value obtained for the total energy is -619.93978 a.u. The HOMO-LUMO gap comes out at 10.15 eV. The total charge is +1. The molar mass is 214.0 g/mol. Its spin multiplicity is 1.

4.
A molecular structure, C30H29IrN4O3. Source: the OMol25 dataset; level of theory: wB97M-V/def2-TZVPD.

Structure (XYZ):
```
67
Properties=species:S:1:pos:R:3:nbo_charge:R:1
Ir 0.078 0.057 -1.517 1.2256
O 1.327 -3.759 -1.981 -0.5790
C 1.173 -2.571 -1.858 0.6444
N -0.003 -1.874 -1.843 -0.6273
C -1.304 -2.401 -1.897 0.2039
C -1.641 -3.757 -1.971 -0.2429
C -2.970 -4.124 -1.998 -0.2107
C -3.978 -3.161 -1.959 -0.2161
C -3.669 -1.818 -1.901 -0.2248
C -2.328 -1.421 -1.859 0.0941
N -1.859 -0.103 -1.746 -0.6022
C -2.598 1.042 -1.787 0.6498
O -3.782 1.149 -1.965 -0.5776
C -1.726 2.275 -1.592 0.1287
C -2.312 3.504 -1.412 -0.1987
C -1.508 4.626 -1.278 -0.1454
C -0.144 4.472 -1.376 -0.2335
C 0.369 3.199 -1.553 0.0778
N -0.401 2.116 -1.628 -0.4507
C 2.369 -1.644 -1.750 0.1300
C 3.634 -2.176 -1.709 -0.1982
C 4.729 -1.324 -1.713 -0.1451
C 4.505 0.030 -1.788 -0.2322
C 3.200 0.488 -1.797 0.0705
N 2.147 -0.325 -1.753 -0.4451
H -0.855 -4.494 -1.985 0.2479
H -3.233 -5.175 -2.042 0.2147
H -5.017 -3.469 -1.958 0.2147
H -4.440 -1.066 -1.873 0.2481
H -3.393 3.546 -1.380 0.2567
H -1.940 5.604 -1.105 0.2290
H 0.525 5.319 -1.312 0.2316
H 1.433 3.037 -1.629 0.2047
H 3.727 -3.254 -1.684 0.2579
H 5.738 -1.715 -1.669 0.2289
H 5.324 0.736 -1.831 0.2315
H 2.986 1.543 -1.845 0.2042
C 3.388 0.132 1.649 -0.6009
C 2.519 1.330 2.050 -0.2300
C 2.293 2.301 0.896 -0.5980
C 1.226 0.858 2.688 -0.0745
C 1.128 1.048 4.066 -0.2049
C 0.029 0.638 4.792 -0.2451
C -1.004 0.035 4.103 -0.2006
C -0.956 -0.189 2.729 -0.0562
C -2.166 -0.841 2.081 -0.2341
C -2.827 0.136 1.113 -0.6015
C -1.821 -2.184 1.427 -0.5949
C 0.189 0.183 1.972 0.3262
O 0.280 -0.170 0.671 -0.8070
H 4.346 0.461 1.227 0.1906
H 2.862 -0.479 0.912 0.2110
H 3.594 -0.492 2.521 0.2167
H 3.060 1.885 2.819 0.1963
H 1.785 1.798 0.085 0.1944
H 3.252 2.700 0.534 0.1920
H 1.672 3.143 1.220 0.2122
H 1.952 1.540 4.580 0.1977
H -0.023 0.788 5.866 0.2080
H -1.892 -0.282 4.644 0.2016
H -2.884 -1.047 2.876 0.1952
H -2.101 0.453 0.368 0.2036
H -3.177 1.024 1.648 0.2057
H -3.685 -0.321 0.604 0.2074
H -1.045 -2.049 0.676 0.2163
H -2.706 -2.628 0.951 0.2022
H -1.446 -2.885 2.178 0.2054
```

As for the HOMO energy (spin up / spin down): -7.115 / -7.258 eV. The value obtained for the total energy is -1709.69892 a.u. The HOMO-LUMO gap (spin up / spin down) comes out at 5.39 / 5.88 eV. The molar mass is 685.8 g/mol. Its spin multiplicity is 1.

5.
A molecular structure, C30H32Cl5MnNP3. Source: the OMol25 dataset; level of theory: wB97M-V/def2-TZVPD.

Structure (XYZ):
```
72
Properties=species:S:1:pos:R:3:nbo_charge:R:1
Mn 0.968 -0.592 0.055 1.1533
C 0.935 -3.257 3.223 -0.9345
P 0.772 -1.519 2.687 0.7828
C -0.653 -0.950 3.679 -0.9334
C 2.227 -0.728 3.483 -0.7031
C 3.506 -1.057 2.707 -0.7109
P 3.437 -0.433 0.971 0.7822
C 4.477 -1.584 0.029 -0.9361
C 4.435 1.085 1.029 -0.9315
H 0.982 -3.330 4.312 0.2423
H 1.832 -3.710 2.801 0.2432
H 0.079 -3.839 2.879 0.2415
H -0.380 -0.800 4.725 0.2417
H -1.437 -1.707 3.639 0.2509
H -1.065 -0.023 3.284 0.2470
H 2.311 -1.044 4.526 0.2422
H 2.057 0.353 3.494 0.2323
H 3.668 -2.138 2.680 0.2365
H 4.380 -0.631 3.208 0.2491
H 5.464 -1.704 0.480 0.2420
H 4.590 -1.197 -0.984 0.2587
H 3.992 -2.558 -0.044 0.2452
H 5.423 0.875 1.443 0.2390
H 3.943 1.834 1.650 0.2434
H 4.542 1.498 0.027 0.2609
N -0.809 -2.197 -0.131 -0.8970
C -2.149 -1.786 0.241 0.1202
C -3.120 -2.734 0.535 -0.2278
C -4.393 -2.334 0.907 -0.1718
C -4.705 -0.980 0.978 -0.2013
C -3.744 -0.036 0.667 -0.1839
C -2.457 -0.426 0.302 -0.2918
P -1.177 0.763 -0.185 0.7829
C -1.512 1.098 -1.931 -0.3543
C -1.229 2.343 -2.486 -0.2072
C -1.327 2.533 -3.856 -0.1885
C -1.679 1.478 -4.682 -0.2085
C -1.955 0.232 -4.136 -0.1480
C -1.880 0.043 -2.766 -0.2283
C -1.459 2.282 0.740 -0.4003
C -0.558 2.597 1.752 -0.1215
C -0.733 3.735 2.524 -0.2265
C -1.811 4.574 2.278 -0.1633
C -2.706 4.277 1.259 -0.2036
C -2.533 3.138 0.492 -0.1830
H -0.555 -3.013 0.420 0.3882
H -0.771 -2.511 -1.101 0.4106
H -2.874 -3.786 0.465 0.2227
H -5.142 -3.078 1.135 0.2306
H -5.698 -0.666 1.266 0.2308
H -3.994 1.016 0.718 0.2261
H -0.923 3.167 -1.854 0.2283
H -1.109 3.503 -4.277 0.2281
H -1.734 1.623 -5.752 0.2296
H -2.233 -0.595 -4.773 0.2203
H -2.113 -0.933 -2.356 0.2080
H 0.300 1.956 1.932 0.1843
H -0.027 3.971 3.308 0.2241
H -1.948 5.466 2.873 0.2274
H -3.540 4.937 1.063 0.2296
H -3.230 2.919 -0.308 0.2271
Cl 1.980 1.835 -1.491 -0.0032
C 1.720 0.485 -2.612 0.0503
C 1.464 -0.758 -2.056 -0.6436
C 1.322 -1.782 -2.977 0.0403
Cl 1.107 -3.423 -2.371 -0.0218
C 1.338 -1.596 -4.356 -0.1289
Cl 1.082 -2.904 -5.438 0.0699
C 1.557 -0.310 -4.853 -0.0792
Cl 1.548 -0.030 -6.546 0.0759
C 1.785 0.749 -3.973 -0.1258
Cl 2.141 2.316 -4.575 0.0692
```

As for the HOMO energy (spin up / spin down): -10.310 / -11.110 eV. The value obtained for the total energy is -5693.03713 a.u. The HOMO-LUMO gap (spin up / spin down) comes out at 8.26 / 8.56 eV. The total charge is +1. The molar mass is 731.7 g/mol. Its spin multiplicity is 6.

6.
A molecular structure, C20H24N4O7PRuSTe in a non-equilibrium geometry. Source: the OMol25 dataset; level of theory: wB97M-V/def2-TZVPD.

Structure (XYZ):
```
59
Properties=species:S:1:pos:R:3:nbo_charge:R:1
Ru -1.318 -0.290 -0.183 0.9587
O -2.060 2.582 2.686 -0.9360
S -1.243 1.480 2.265 2.3291
O -1.741 0.128 2.439 -0.9536
N -0.807 1.518 0.717 -0.8965
C -0.933 2.621 -0.098 0.1754
C -0.864 3.948 0.264 -0.2361
C -0.967 4.957 -0.711 -0.1643
C -1.121 4.674 -2.039 -0.2367
C -1.208 3.325 -2.452 -0.0895
C -1.360 2.918 -3.795 -0.0934
C -1.427 1.589 -4.105 -0.2693
C -1.378 0.645 -3.069 0.0985
N -1.257 0.996 -1.813 -0.3758
C -1.143 2.314 -1.475 0.2165
C 0.284 1.602 3.162 -0.2572
C 1.372 0.832 2.771 -0.2046
C 2.559 0.934 3.476 -0.2043
C 2.655 1.796 4.562 -0.2006
C 1.564 2.562 4.943 -0.2179
C 0.371 2.470 4.239 -0.2029
H -0.736 4.217 1.303 0.2366
H -0.907 5.988 -0.389 0.2180
H -1.177 5.461 -2.779 0.2152
H -1.415 3.671 -4.571 0.2208
H -1.535 1.250 -5.125 0.2288
H -1.434 -0.414 -3.279 0.2003
H 1.289 0.169 1.919 0.2313
H 3.415 0.345 3.174 0.2079
H 3.586 1.873 5.108 0.2134
H 1.640 3.236 5.785 0.2164
H -0.491 3.063 4.512 0.2422
N -2.499 -1.835 -1.171 -0.5966
N -3.732 -1.230 -1.502 -0.5225
C -4.116 -0.123 -0.698 0.8710
O -5.260 0.254 -0.733 -0.6194
O -3.133 0.462 -0.065 -0.6360
H -2.058 -2.216 -2.003 0.3832
H -2.603 -2.596 -0.501 0.3949
H -4.491 -1.871 -1.678 0.3858
C -0.316 -4.935 -2.159 -0.6323
C 1.015 -4.528 -1.573 -0.0618
O 1.239 -3.122 -1.784 -0.8377
P 1.139 -2.007 -0.648 2.0755
O 0.661 -0.709 -1.240 -1.0788
Te -0.315 -2.527 1.167 -0.3314
O 2.627 -1.804 -0.133 -0.8251
C 3.345 -2.892 0.475 -0.0692
C 4.528 -2.319 1.217 -0.6199
H -0.433 -6.018 -2.101 0.2239
H -0.379 -4.635 -3.205 0.2161
H -1.132 -4.477 -1.598 0.2054
H 1.840 -5.040 -2.068 0.1922
H 1.054 -4.755 -0.505 0.1913
H 3.662 -3.579 -0.313 0.1791
H 2.676 -3.423 1.162 0.1887
H 5.186 -1.783 0.535 0.2193
H 5.092 -3.122 1.691 0.2179
H 4.188 -1.632 1.990 0.2158
```

As for the HOMO energy (spin up / spin down): -7.652 / -7.621 eV. The value obtained for the total energy is -2624.79847 a.u. The HOMO-LUMO gap (spin up / spin down) comes out at 7.40 / 6.73 eV. The molar mass is 724.1 g/mol. Its spin multiplicity is 2.